Record 1
{"formula": "C13H30BF3O5S", "method": "ωB97M-V/def2-TZVPD", "lumo_ev": 0.2, "smiles": "O=[SH](=O)CBCCOCC(F)(F)F.CCOCC.CCOCC", "e_homo_ev": -9.54, "total_charge": 0, "elements": ["O", "S", "O", "C", "B", "C", "C", "O", "C", "C", "F", "F", "F", "H", "H", "H", "H", "H", "H", "H", "H", "H", "H", "C", "C", "O", "C", "C", "H", "H", "H", "H", "H", "H", "H", "H", "H", "H", "C", "C", "O", "C", "C", "H", "H", "H", "H", "H", "H", "H", "H", "H", "H"], "positions_angstrom": [[-1.03213, 6.75371, 1.44771], [-1.44532, 7.43827, 0.24910], [-0.49850, 7.94392, -0.71292], [-2.65023, 6.45765, -0.57897], [-2.11818, 5.16349, -1.31897], [-0.69142, 4.91605, -1.89368], [-0.05383, 3.71246, -1.18723], [0.46455, 4.17328, 0.05559], [1.02254, 3.17570, 0.86520], [0.01082, 2.63916, 1.86051], [0.50905, 1.56207, 2.49538], [-1.14219, 2.26037, 1.27534], [-0.31732, 3.53198, 2.79147], [-2.21437, 8.48713, 0.63660], [-3.10238, 7.10933, -1.33938], [-3.41426, 6.20244, 0.16089], [-2.93156, 4.30112, -1.47053], [-0.79015, 4.63862, -2.95187], [-0.01327, 5.76616, -1.80657], [-0.78818, 2.91511, -1.01734], [0.75880, 3.29122, -1.79507], [1.41846, 2.34043, 0.27659], [1.83713, 3.61376, 1.44893], [-0.91095, -1.58003, 3.17682], [-0.74738, -2.64092, 2.10279], [0.39032, -2.44975, 1.27875], [1.64248, -2.46479, 1.94033], [1.95740, -3.77804, 2.63660], [-0.88168, -0.58542, 2.73349], [-1.86806, -1.70727, 3.68389], [-0.12716, -1.63553, 3.93378], [-1.59339, -2.60561, 1.41555], [-0.73859, -3.64269, 2.54825], [1.71592, -1.62953, 2.64604], [2.37421, -2.28114, 1.15251], [1.29899, -3.96060, 3.48691], [2.98154, -3.76222, 3.01092], [1.85480, -4.61254, 1.94106], [-0.75509, -3.59060, -1.72497], [-0.57634, -4.66253, -2.78550], [0.56579, -4.47330, -3.60417], [1.80624, -4.43619, -2.92197], [2.13036, -5.70637, -2.15340], [-0.75076, -2.59811, -2.17840], [-1.70625, -3.73136, -1.20914], [0.02947, -3.61692, -0.96940], [-1.41915, -4.65525, -3.47718], [-0.55417, -5.65526, -2.32031], [1.85334, -3.56774, -2.25462], [2.54878, -4.27857, -3.70474], [1.46051, -5.85444, -1.30503], [3.14789, -5.65330, -1.76411], [2.05287, -6.57740, -2.80551]]}


Record 2
{"formula": "C65H145NO6P4", "method": "ωB97M-V/def2-TZVPD", "e_above_lowest_kj_mol": 577.3, "lumo_ev": -3.7, "e_homo_ev": -7.18, "total_charge": 2, "elements": ["C", "C", "C", "C", "P", "C", "C", "C", "C", "C", "C", "C", "C", "C", "C", "C", "C", "H", "H", "H", "H", "H", "H", "H", "H", "H", "H", "H", "H", "H", "H", "H", "H", "H", "H", "H", "H", "H", "H", "H", "H", "H", "H", "H", "H", "H", "H", "H", "H", "H", "H", "H", "H", "C", "C", "C", "C", "P", "C", "C", "C", "C", "C", "C", "C", "C", "C", "C", "C", "C", "H", "H", "H", "H", "H", "H", "H", "H", "H", "H", "H", "H", "H", "H", "H", "H", "H", "H", "H", "H", "H", "H", "H", "H", "H", "H", "H", "H", "H", "H", "H", "H", "H", "H", "H", "H", "C", "C", "C", "C", "P", "C", "C", "C", "C", "C", "C", "C", "C", "C", "C", "C", "C", "H", "H", "H", "H", "H", "H", "H", "H", "H", "H", "H", "H", "H", "H", "H", "H", "H", "H", "H", "H", "H", "H", "H", "H", "H", "H", "H", "H", "H", "H", "H", "H", "H", "H", "H", "H", "C", "C", "C", "C", "P", "C", "C", "C", "C", "C", "C", "C", "C", "C", "C", "C", "C", "H", "H", "H", "H", "H", "H", "H", "H", "H", "H", "H", "H", "H", "H", "H", "H", "H", "H", "H", "H", "H", "H", "H", "H", "H", "H", "H", "H", "H", "H", "H", "H", "H", "H", "H", "H", "O", "C", "O", "O", "H", "N", "O", "O", "O"], "positions_angstrom": [[3.50980, -3.83513, -1.87669], [3.60251, -3.18006, -0.56011], [4.16340, -1.75170, -0.63620], [4.28152, -1.16178, 0.74820], [5.17306, 0.46253, 0.65826], [6.88720, 0.50060, -0.01480], [7.31152, -0.16650, -1.35743], [8.77793, -0.06635, -1.80084], [9.14750, -0.87419, -3.11134], [5.22891, 1.17994, 2.35891], [6.11823, 0.43935, 3.26455], [7.24334, 1.14689, 3.95905], [8.06637, 0.40267, 5.03828], [4.12471, 1.61890, -0.31762], [4.64858, 3.04969, -0.32236], [3.62701, 4.13105, -0.23395], [3.29445, 4.80922, -1.59064], [4.20063, -3.43640, -2.61957], [2.53976, -3.56709, -2.29539], [3.53754, -4.92469, -1.86317], [4.22802, -3.74295, 0.13272], [2.57110, -3.16974, -0.20773], [3.57149, -1.08024, -1.25822], [4.99505, -1.84794, -1.33419], [4.72656, -1.75151, 1.54961], [3.27271, -0.86947, 1.03966], [7.50895, 0.04116, 0.75360], [7.01306, 1.57518, -0.14724], [6.77497, 0.40014, -2.11843], [7.15025, -1.24435, -1.37597], [9.32148, -0.57547, -1.00495], [9.19509, 0.94064, -1.80647], [10.23095, -0.88826, -3.22977], [8.72940, -0.49754, -4.04486], [8.86840, -1.88322, -2.80791], [4.20637, 1.19591, 2.73608], [5.59752, 2.20335, 2.28916], [6.51777, -0.42841, 2.73970], [5.48719, -0.11355, 3.96039], [6.82597, 2.12262, 4.20774], [7.88924, 1.26205, 3.08862], [8.25458, -0.57238, 4.58889], [7.50058, 0.01515, 5.88551], [9.07864, 0.64497, 5.36185], [3.08099, 1.41133, -0.08171], [4.02103, 1.18614, -1.31263], [5.12223, 3.32817, -1.26375], [5.44647, 3.21996, 0.40046], [3.91572, 4.84771, 0.53490], [2.67960, 3.67076, 0.04653], [2.31383, 5.27846, -1.51126], [3.08042, 4.11818, -2.40598], [3.91729, 5.67029, -1.83296], [-4.78278, -0.14711, -2.40906], [-4.09836, 1.26266, -2.72954], [-3.03084, 1.65406, -1.73762], [-2.64654, 3.16175, -1.61853], [-1.49730, 3.85336, -2.95605], [0.15592, 3.09453, -2.80527], [0.30658, 1.71408, -3.51339], [1.78394, 1.25418, -3.54322], [2.52216, 2.01275, -4.61623], [-2.10956, 3.58580, -4.58062], [-1.36973, 4.32106, -5.68058], [-2.36908, 5.09662, -6.53522], [-1.77770, 6.15137, -7.48807], [-1.21438, 5.71909, -2.64618], [-0.75147, 6.13821, -1.21078], [-0.48733, 7.66808, -1.17812], [0.15610, 8.10363, 0.18119], [-5.16545, -0.65995, -3.29149], [-5.62673, 0.07231, -1.75508], [-4.06594, -0.78450, -1.89139], [-4.86560, 2.03462, -2.78906], [-3.68042, 1.18488, -3.73322], [-2.07451, 1.22447, -2.03591], [-3.24004, 1.28938, -0.73197], [-2.12906, 3.32976, -0.67402], [-3.50881, 3.82737, -1.57911], [0.36482, 3.12850, -1.73602], [0.72842, 3.89037, -3.28172], [0.00010, 1.84138, -4.55163], [-0.31737, 0.87174, -3.21463], [1.84311, 0.17555, -3.68875], [2.28247, 1.44048, -2.59198], [2.48324, 3.09472, -4.49000], [2.21153, 1.88254, -5.65288], [3.58505, 1.81894, -4.47194], [-3.18818, 3.68255, -4.70440], [-1.93234, 2.51253, -4.64985], [-0.95663, 3.54418, -6.32393], [-0.42121, 4.75035, -5.35790], [-3.08884, 5.60637, -5.89476], [-2.93796, 4.35244, -7.09260], [-0.95347, 6.65333, -6.98131], [-2.46772, 6.95107, -7.75722], [-1.34570, 5.64380, -8.35054], [-2.06071, 6.35376, -2.90886], [-0.36786, 5.91488, -3.30433], [0.18798, 5.62537, -1.00453], [-1.48883, 5.93731, -0.43357], [-1.38159, 8.24162, -1.42194], [0.30097, 7.86201, -1.90549], [-0.51566, 8.20701, 1.03333], [0.33966, 9.16528, 0.01591], [1.08964, 7.56609, 0.34755], [-0.43113, -1.64054, -1.47265], [-0.74354, -2.50099, -2.70703], [-2.01968, -3.35900, -2.43364], [-2.20066, -4.42998, -3.57595], [-3.84584, -5.31613, -3.72716], [-3.72506, -6.71780, -2.55155], [-3.11378, -6.36307, -1.20784], [-3.09803, -7.61251, -0.27801], [-1.97980, -7.60809, 0.76746], [-5.10606, -4.08396, -3.13423], [-6.59999, -4.62122, -2.91063], [-7.30623, -3.91867, -1.73951], [-7.71615, -2.29911, -1.80012], [-4.08974, -6.13519, -5.35344], [-5.31024, -6.97268, -5.51188], [-5.17260, -7.63585, -6.96142], [-4.29555, -8.80876, -7.11616], [0.36350, -0.92278, -1.67634], [-0.02687, -2.13865, -0.59142], [-1.32401, -1.14374, -1.09312], [0.10145, -3.16607, -2.88529], [-0.84858, -1.88455, -3.59982], [-2.83498, -2.63555, -2.43069], [-1.80794, -3.73915, -1.43426], [-1.43812, -5.18954, -3.74830], [-2.08602, -3.75862, -4.42696], [-2.94477, -7.39428, -2.90030], [-4.68171, -7.22706, -2.43496], [-3.76043, -5.63741, -0.71453], [-2.11514, -5.92640, -1.21978], [-2.99465, -8.48710, -0.92029], [-4.08049, -7.83299, 0.13945], [-2.23831, -7.00482, 1.63771], [-1.09298, -7.09187, 0.39982], [-1.69189, -8.63717, 0.98241], [-5.08208, -3.27560, -3.86503], [-4.77828, -3.77377, -2.14203], [-6.44259, -5.66819, -2.65145], [-7.15133, -4.47018, -3.83871], [-6.66734, -4.24148, -0.91749], [-8.21320, -4.48394, -1.52505], [-8.44797, -2.09548, -2.58183], [-6.86275, -1.70646, -2.12964], [-8.11699, -1.89737, -0.86951], [-3.11706, -6.58267, -5.55778], [-4.03355, -5.42139, -6.17528], [-6.22366, -6.38964, -5.39425], [-5.36901, -7.71631, -4.71710], [-5.00393, -6.94729, -7.78940], [-6.15097, -8.09165, -7.11357], [-4.62697, -9.55155, -6.39054], [-3.25882, -8.65037, -6.81918], [-4.22131, -9.17603, -8.13974], [3.98376, 0.46233, 8.31021], [2.78090, -0.08319, 7.49204], [2.43079, 0.75682, 6.19012], [1.39460, 0.03904, 5.16387], [-0.41814, 0.35928, 5.45988], [-0.78071, 0.31605, 7.24077], [-2.16524, 0.38788, 7.79147], [-2.06626, 0.45822, 9.40378], [-3.38656, 0.06606, 10.09123], [-1.66061, -0.84418, 4.75586], [-1.79979, -0.87877, 3.23979], [-0.48688, -1.42112, 2.57662], [-0.17814, -2.88336, 2.96400], [-0.81920, 2.08627, 4.77671], [-2.34482, 2.31290, 4.63256], [-2.48370, 3.09711, 3.23153], [-3.96015, 3.33126, 2.66352], [4.95131, 0.53793, 7.81401], [4.00086, -0.00307, 9.29571], [3.80382, 1.47569, 8.66914], [1.84626, -0.27114, 8.02044], [3.03579, -1.09306, 7.17064], [3.35381, 0.91916, 5.63354], [2.12704, 1.79136, 6.34995], [1.57847, -1.03529, 5.17405], [1.54714, 0.42673, 4.15663], [-0.11833, 0.88677, 7.89162], [-0.33980, -0.65394, 7.47060], [-2.75602, -0.48498, 7.51365], [-2.72212, 1.15424, 7.25232], [-1.91993, 1.50883, 9.65455], [-1.23794, -0.17761, 9.71639], [-4.25396, 0.50470, 9.59798], [-3.42454, 0.46576, 11.10458], [-3.58001, -0.98693, 10.29592], [-2.53151, -0.51250, 5.32124], [-1.38586, -1.72673, 5.33356], [-2.05226, 0.13449, 2.92727], [-2.59277, -1.57500, 2.96677], [0.39899, -0.93922, 2.99026], [-0.55435, -1.37692, 1.48961], [-0.74751, -3.48507, 2.25559], [-0.44667, -3.28352, 3.94169], [0.74019, -3.36842, 2.63308], [-0.13818, 2.27347, 3.94649], [-0.46267, 2.72570, 5.58425], [-2.58754, 2.77316, 5.59034], [-3.03833, 1.50855, 4.38726], [-1.82807, 2.71352, 2.44979], [-2.17043, 4.09158, 3.54932], [-4.45355, 2.37636, 2.48238], [-3.96909, 3.84731, 1.70345], [-4.65279, 3.92522, 3.25982], [0.65009, 5.59312, 2.33771], [1.20205, 5.52465, 3.53070], [1.75816, 4.49408, 4.07342], [1.52748, 6.48511, 4.24082], [0.74328, 4.69262, 2.01832], [0.87439, 2.09503, 1.14127], [0.39660, 3.22541, 1.02053], [1.68240, 1.81657, 2.04129], [0.72717, 1.30362, 0.19006]]}